1.
{
  "formula": "C20H33BNO6PPdS",
  "method": "the ωB97M-V functional and the def2-TZVPD basis",
  "species": ["Pd", "O", "S", "O", "O", "O", "C", "C", "P", "C", "C", "C", "C", "H", "H", "H", "H", "H", "H", "H", "H", "H", "H", "H", "H", "H", "H", "H", "C", "C", "C", "C", "C", "C", "C", "C", "N", "H", "H", "H", "H", "H", "H", "C", "C", "C", "O", "B", "O", "C", "C", "C", "H", "H", "H", "H", "H", "H", "H", "H", "H", "H", "H", "H"],
  "coordinates": [[-0.0864, 0.0019, -0.1052], [-1.2090, -1.1676, 3.4165], [-0.8692, -0.7018, 2.0685], [-2.0934, -0.4741, 1.2547], [-0.0897, 0.5689, 2.1382], [-0.0448, -1.7444, 1.3673], [-3.1203, 3.4670, 0.1993], [-2.1972, 2.2525, 0.1518], [-0.3746, 2.5131, -0.1179], [-0.1790, 4.0183, 1.0021], [1.2676, 4.4766, 1.0705], [-0.5081, 3.3954, -1.7803], [0.7328, 3.1466, -2.6231], [-4.1510, 3.1310, 0.3098], [-3.0539, 4.0586, -0.7142], [-2.8885, 4.1073, 1.0473], [-2.4987, 1.5652, -0.6518], [-2.2692, 1.6762, 1.0801], [-0.5131, 3.6897, 1.9889], [-0.8184, 4.8336, 0.6527], [1.8918, 3.6598, 1.4200], [1.3866, 5.3232, 1.7483], [1.6276, 4.7756, 0.0887], [-0.6689, 4.4681, -1.6412], [-1.3768, 2.9776, -2.2956], [1.6064, 3.5832, -2.1470], [0.6283, 3.5675, -3.6269], [0.8907, 2.0716, -2.6944], [2.2216, -0.4831, -0.2744], [2.9334, 0.6910, 0.0361], [3.1854, 1.0815, 1.3878], [4.0101, 2.1212, 1.6902], [4.6504, 2.8734, 0.6683], [4.3534, 2.5389, -0.6773], [3.5260, 1.4996, -0.9794], [5.5352, 3.8892, 0.9715], [6.3009, 4.7340, 1.2064], [2.1407, -1.2357, 0.5104], [2.3327, -0.8733, -1.2825], [2.6900, 0.5239, 2.1709], [4.2044, 2.4017, 2.7208], [4.8071, 3.1281, -1.4689], [3.3156, 1.2543, -2.0138], [-2.3695, -2.7399, -3.9697], [-1.4751, -1.5030, -3.8642], [-1.8784, -0.5082, -4.9655], [-1.6592, -0.8762, -2.6036], [-0.4355, -0.5277, -2.0271], [0.5707, -0.8871, -2.9408], [0.0553, -1.8145, -3.8759], [0.7428, -1.6286, -5.2292], [0.3800, -3.2120, -3.3220], [-3.4101, -2.4252, -4.0165], [-2.2450, -3.3735, -3.0975], [-2.1284, -3.3030, -4.8716], [-2.9067, -0.1995, -4.7955], [-1.8020, -0.9687, -5.9488], [-1.2460, 0.3736, -4.9190], [0.6694, -0.5973, -5.5595], [0.2951, -2.2837, -5.9752], [1.7967, -1.8733, -5.1230], [-0.0439, -3.2976, -2.3242], [1.4609, -3.2947, -3.2281], [0.0138, -4.0116, -3.9634]],
  "forces_ev_per_angstrom": [[1.18, 1.24, -2.65], [-0.03, 0.35, -0.09], [-1.04, -2.74, 2.69], [-0.14, 0.23, -0.34], [0.54, 0.34, -0.55], [-0.15, -0.10, 0.65], [0.18, -0.21, -0.12], [0.08, -0.03, 0.13], [-1.11, 1.05, -0.36], [0.25, -0.48, -0.17], [-0.10, -0.04, 0.08], [0.25, -0.21, 0.26], [-0.14, 0.05, -0.03], [-0.15, 0.02, 0.00], [-0.03, 0.15, -0.07], [-0.02, 0.11, 0.06], [-0.03, 0.07, 0.23], [-0.08, 0.03, -0.23], [-0.08, 0.03, 0.02], [-0.11, -0.09, 0.03], [0.17, -0.04, 0.01], [0.06, 0.08, 0.04], [0.13, 0.06, -0.15], [-0.11, 0.01, 0.02], [-0.10, 0.02, 0.06], [0.21, 0.00, -0.01], [0.06, -0.01, -0.07], [0.17, -0.09, -0.12], [-0.35, -0.12, -0.19], [0.35, -0.44, -0.08], [-0.33, -0.11, -0.11], [0.42, 0.44, -0.21], [-1.15, -1.25, -0.34], [0.23, 0.37, 0.32], [-0.31, -0.05, 0.04], [1.35, 1.50, 0.36], [-0.38, -0.37, -0.08], [-0.18, 0.21, -0.13], [0.00, 0.09, 0.09], [-0.05, -0.02, 0.05], [-0.06, -0.09, 0.00], [0.00, -0.04, 0.01], [0.01, -0.02, -0.03], [0.19, 0.36, 0.18], [0.01, 0.06, -0.53], [0.11, -0.20, 0.44], [-0.47, 0.06, 0.42], [0.64, -0.27, 0.66], [0.37, 0.34, -0.03], [-0.01, -0.42, -0.19], [-0.17, 0.06, 0.42], [-0.05, 0.41, -0.04], [-0.10, 0.00, -0.01], [0.01, -0.10, 0.05], [-0.02, -0.07, -0.07], [-0.12, 0.03, 0.03], [0.01, 0.03, -0.14], [0.07, 0.14, -0.05], [-0.02, 0.09, -0.09], [0.00, -0.07, -0.13], [0.11, -0.06, -0.02], [-0.06, -0.16, 0.09], [0.08, -0.02, 0.01], [-0.05, -0.09, -0.04]],
  "charge": -2,
  "lumo_ev": [4.211, 4.210],
  "energy_ha": -2180.4646,
  "homo_ev": [-0.3, -0.1],
  "multiplicity": 1
}

2.
{
  "formula": "C20H33Br14NO2",
  "method": "the ωB97M-V functional and the def2-TZVPD basis",
  "species": ["O", "N", "O", "C", "C", "C", "C", "C", "C", "H", "H", "H", "H", "H", "Br", "C", "C", "Br", "H", "H", "H", "H", "Br", "C", "C", "Br", "H", "H", "H", "H", "Br", "C", "C", "Br", "H", "H", "H", "H", "Br", "C", "C", "Br", "H", "H", "H", "H", "Br", "C", "C", "Br", "H", "H", "H", "H", "Br", "C", "C", "Br", "H", "H", "H", "H", "Br", "C", "C", "Br", "H", "H", "H", "H"],
  "coordinates": [[11.9215, 14.4016, 12.0522], [11.9190, 13.1848, 12.3613], [12.6430, 12.4021, 11.8065], [11.0888, 12.7632, 13.4552], [10.4263, 13.7112, 14.1415], [9.7760, 13.3452, 15.3052], [9.7295, 11.9912, 15.7365], [10.5094, 11.0884, 15.0043], [11.1511, 11.4546, 13.8322], [10.6545, 14.6617, 13.7911], [9.2789, 14.0628, 15.9073], [9.2273, 11.6839, 16.6255], [10.4365, 9.9943, 15.2644], [11.6381, 10.6551, 13.2707], [8.0231, 9.0017, 17.6162], [6.5467, 8.7670, 16.3066], [7.1491, 8.0191, 15.1445], [5.7501, 7.6908, 13.8122], [6.1229, 9.7130, 16.0475], [5.8246, 8.0370, 16.7333], [7.5584, 7.0328, 15.3963], [7.9603, 8.5713, 14.6522], [9.1986, 11.4911, 20.3091], [8.4241, 11.4697, 22.0746], [7.0655, 12.0887, 22.0553], [5.8249, 11.1676, 20.7922], [8.9913, 12.0481, 22.7707], [8.3816, 10.4516, 22.4646], [7.2019, 13.0880, 21.7060], [6.4729, 11.9671, 22.9694], [13.5673, 16.1794, 9.2712], [12.6500, 14.5305, 8.9714], [13.7337, 13.4406, 8.9048], [12.9728, 11.6735, 8.5242], [11.9601, 14.5725, 8.0641], [11.9645, 14.4220, 9.7372], [14.2844, 13.3351, 9.8184], [14.3253, 13.7772, 8.0308], [17.1613, 13.5174, 11.2827], [16.0760, 13.8307, 12.8376], [15.0006, 14.8888, 12.7105], [14.1179, 14.9977, 14.3784], [16.7498, 14.1849, 13.6102], [15.5802, 12.8692, 13.1206], [14.3589, 14.6904, 11.8729], [15.4471, 15.8202, 12.4705], [9.0582, 13.0333, 9.9325], [9.0678, 11.2806, 10.6783], [10.1880, 10.4812, 10.1956], [10.4449, 8.8510, 11.2405], [8.1000, 10.8919, 10.3599], [9.1232, 11.3867, 11.7588], [11.1530, 10.9882, 10.3186], [10.0508, 10.1240, 9.1957], [12.1538, 16.9786, 17.0727], [13.9405, 17.5512, 16.8961], [14.2449, 18.7622, 17.7366], [14.1731, 18.4580, 19.6226], [13.9361, 17.8399, 15.8159], [14.6145, 16.6728, 16.8874], [13.4794, 19.5118, 17.5503], [15.1509, 19.2242, 17.5262], [10.2717, 19.5804, 20.0820], [10.5208, 17.7042, 20.5968], [9.2193, 16.9361, 20.6547], [9.6959, 15.0799, 21.0260], [11.1136, 17.6922, 21.5730], [11.1345, 17.3944, 19.7954], [8.7470, 17.0048, 19.6949], [8.5600, 17.2012, 21.4614]],
  "forces_ev_per_angstrom": [[-0.41, -1.78, 0.56], [0.47, 3.12, -1.17], [0.33, -0.98, -0.22], [0.87, -1.15, -0.73], [-0.28, -0.41, 1.53], [-0.53, -1.30, 0.40], [1.67, 1.31, -1.56], [-1.48, -1.62, 0.32], [-0.01, -1.68, 0.54], [-0.45, 1.97, -0.13], [-0.36, 0.72, 0.31], [-0.36, -0.05, 0.41], [0.40, 1.30, -0.16], [0.08, 0.64, -0.02], [-0.65, 0.11, -0.32], [0.46, -2.19, 0.49], [0.72, 0.10, -0.74], [0.16, 0.09, 0.09], [-0.16, 0.48, 0.01], [0.27, 1.09, 0.20], [-0.35, 0.37, 0.21], [-0.41, -0.02, 0.01], [0.37, -0.05, 0.21], [-0.80, -0.99, 0.39], [-1.04, -0.95, -0.56], [0.36, 0.31, 0.22], [0.84, 0.47, 0.15], [0.18, -0.03, -0.40], [-0.57, 0.79, -0.06], [0.71, 0.43, 0.00], [0.08, 0.56, -0.07], [-0.27, -0.92, -2.06], [-0.98, 1.00, -1.52], [0.28, 0.45, -0.18], [1.52, 0.08, 0.71], [-0.96, -0.34, 1.93], [0.31, 0.08, 0.25], [0.22, -0.88, 0.69], [-0.13, 0.13, -0.33], [-0.75, -0.65, 1.05], [1.02, -0.64, -1.32], [-0.58, 0.10, 0.51], [0.19, -0.46, 0.13], [0.74, 0.71, -0.21], [-0.86, -0.28, 0.07], [0.40, 1.06, 0.14], [0.28, 0.88, -0.34], [-1.46, -0.10, 0.82], [1.75, -0.50, -0.01], [-0.27, -0.16, 0.16], [0.15, -0.27, 0.41], [-0.25, 0.07, 0.00], [-0.49, -0.09, -0.25], [0.10, 0.05, -0.59], [-1.15, -0.63, 0.44], [1.06, 0.08, -2.12], [-1.86, -0.40, -0.01], [0.13, -0.24, 0.57], [0.34, 0.19, 0.84], [-0.30, 0.62, 0.79], [-0.11, -0.05, -0.03], [1.86, 0.41, -0.44], [-0.31, -0.03, 0.26], [0.42, 0.69, 1.91], [0.95, 0.10, 0.22], [-0.10, -0.07, -0.21], [-0.96, 0.02, -1.39], [0.67, -0.80, -0.59], [-0.47, -0.25, -0.33], [-0.17, 0.39, 0.11]],
  "e_above_lowest_kj_mol": 118.4,
  "lumo_ev": -0.913,
  "energy_ha": -37023.1976,
  "homo_ev": -10.0,
  "multiplicity": 1
}

3.
{
  "formula": "C20H33I2N3O3PS",
  "method": "the ωB97M-V functional and the def2-TZVPD basis",
  "species": ["C", "C", "C", "C", "C", "C", "C", "C", "P", "O", "O", "S", "N", "C", "C", "I", "C", "C", "I", "N", "C", "C", "N", "C", "C", "H", "H", "H", "H", "H", "H", "H", "H", "H", "H", "H", "H", "H", "H", "H", "H", "H", "H", "H", "H", "H", "H", "H", "C", "C", "O", "C", "C", "H", "H", "H", "H", "H", "H", "H", "H", "H", "H"],
  "coordinates": [[5.9760, 2.1933, 2.8443], [4.9283, 2.0898, 1.7759], [5.2489, 2.0333, 0.4198], [4.2563, 1.9263, -0.5517], [2.9065, 1.8664, -0.2100], [1.8658, 1.7400, -1.3103], [0.5108, 2.1327, -0.8481], [0.0226, 3.3933, -0.7162], [0.7328, 5.0033, -0.9893], [-0.1496, 5.5240, -2.2127], [2.1619, 4.7760, -1.6301], [0.6677, 6.1307, 0.5504], [-1.2682, 3.2483, -0.2519], [-1.5570, 1.9772, -0.0791], [-2.8485, 1.4659, 0.4545], [-2.3773, 0.5384, 2.3683], [-3.8929, 2.5801, 0.6945], [-5.2252, 1.9481, 1.1134], [-3.3167, 3.9365, 2.2828], [-0.4829, 1.2648, -0.4683], [-0.4623, -0.2036, -0.5157], [0.6923, -0.9010, 0.2037], [0.8296, -2.2309, -0.4023], [2.5842, 1.9209, 1.1436], [3.5787, 2.0326, 2.1183], [6.6677, 1.3611, 2.7719], [5.5000, 2.1145, 3.8154], [6.5002, 3.1411, 2.8238], [6.2788, 2.0616, 0.0990], [4.5398, 1.8761, -1.5931], [2.1793, 2.3921, -2.1137], [1.8634, 0.7346, -1.7203], [0.3969, 6.0690, -2.7965], [2.8381, 5.1180, -1.0266], [-1.8457, 4.0471, -0.0326], [-3.2680, 0.7242, -0.2125], [-4.0168, 3.1647, -0.2095], [-6.0144, 2.6696, 0.9360], [-5.4062, 1.0356, 0.5576], [-5.2332, 1.7571, 2.1756], [-0.4185, -0.4996, -1.5586], [-1.3879, -0.5926, -0.1193], [1.6321, -0.3861, 0.0909], [0.4557, -0.9957, 1.2595], [1.7978, -2.4876, -0.4952], [0.3202, -2.9302, 0.1151], [1.5641, 1.8757, 1.4954], [3.2896, 2.0777, 3.1556], [-3.9879, -6.7000, -0.8180], [-3.3185, -5.3449, -0.6725], [-2.1718, -5.3514, 0.1607], [-1.1084, -6.1951, -0.2501], [-0.5383, -5.8445, -1.6134], [-4.2684, -7.0935, 0.1593], [-4.8861, -6.6092, -1.4288], [-3.3355, -7.4305, -1.2973], [-4.0118, -4.6485, -0.1995], [-3.0748, -4.9279, -1.6568], [-1.4130, -7.2458, -0.2136], [-0.3358, -6.0693, 0.5092], [-1.2702, -5.9628, -2.4127], [0.3114, -6.4869, -1.8446], [-0.2057, -4.8042, -1.6232]],
  "forces_ev_per_angstrom": [[-0.41, -0.23, 0.12], [-0.35, 0.05, -0.09], [-0.41, -0.06, -0.23], [0.13, -0.01, 0.26], [0.22, -0.04, 0.41], [0.35, -0.13, 0.34], [0.46, 0.18, -0.58], [-0.16, -0.48, -0.17], [-0.56, 1.23, 0.77], [0.37, -0.42, -0.30], [0.20, -0.24, -0.13], [0.06, -0.32, 0.01], [0.48, 0.81, -0.17], [-0.20, -0.43, -0.17], [0.38, 0.97, 0.79], [-0.07, -0.50, -0.31], [-0.06, -0.92, 0.58], [0.22, 0.75, -0.15], [-0.15, 0.43, -0.41], [-0.69, -0.15, 0.67], [0.56, -0.16, -0.53], [-0.24, -0.82, -0.11], [-0.20, 0.50, -0.09], [0.37, 0.04, 0.19], [0.01, -0.01, -0.58], [0.33, 0.04, -0.08], [-0.04, 0.03, 0.21], [0.25, 0.09, -0.16], [0.17, 0.03, 0.03], [0.07, 0.02, -0.14], [-0.13, 0.16, -0.26], [-0.10, -0.21, -0.05], [-0.25, 0.16, -0.16], [0.15, -0.07, -0.03], [-0.24, -0.05, 0.27], [-0.08, -0.31, 0.02], [0.05, 0.17, -0.16], [-0.24, -0.02, -0.14], [-0.18, -0.16, -0.12], [0.03, -0.37, 0.22], [0.06, 0.02, -0.21], [-0.31, 0.14, 0.06], [0.14, 0.31, 0.09], [0.11, 0.33, 0.28], [0.05, -0.24, 0.10], [0.10, -0.20, 0.02], [-0.24, 0.02, -0.10], [-0.04, 0.00, 0.18], [0.10, -0.06, 0.04], [-0.10, -0.02, -0.09], [0.06, 0.16, 0.12], [0.05, -0.09, -0.05], [-0.06, 0.13, -0.01], [-0.02, 0.01, 0.00], [-0.02, 0.02, 0.01], [-0.02, 0.02, -0.06], [0.04, 0.02, 0.05], [0.02, -0.05, -0.02], [-0.03, 0.01, -0.04], [-0.04, 0.01, 0.05], [0.00, -0.08, 0.00], [0.01, 0.00, 0.03], [0.04, -0.01, -0.04]],
  "charge": 1,
  "lumo_ev": -3.409,
  "energy_ha": -2506.6835,
  "homo_ev": -11.5,
  "multiplicity": 1
}

4.
{
  "formula": "C20H33N3O3S",
  "method": "the ωB97M-V functional and the def2-TZVPD basis",
  "species": ["C", "C", "N", "C", "C", "C", "N", "C", "O", "C", "C", "C", "N", "S", "O", "O", "C", "C", "C", "C", "C", "C", "C", "C", "C", "C", "C", "H", "H", "H", "H", "H", "H", "H", "H", "H", "H", "H", "H", "H", "H", "H", "H", "H", "H", "H", "H", "H", "H", "H", "H", "H", "H", "H", "H", "H", "H", "H", "H", "H"],
  "coordinates": [[-5.3662, -0.8162, -1.7471], [-4.1400, -1.3243, -0.9860], [-3.7183, -0.4078, 0.0522], [-4.2832, -0.6189, 1.3636], [-3.2711, -1.0822, 2.4321], [-2.2431, -2.0923, 1.9175], [-1.1696, -1.4400, 1.2046], [-0.8197, -1.7464, -0.0574], [-1.3378, -2.6511, -0.6841], [0.2953, -0.9063, -0.6768], [1.5028, -1.8151, -0.9391], [2.5967, -1.0368, -1.6686], [2.9601, 0.1845, -0.9764], [4.0445, -0.0250, 0.2924], [3.7966, 0.9783, 1.2882], [4.0956, -1.3948, 0.7227], [5.6091, 0.3715, -0.5427], [6.7331, 0.2203, 0.4585], [1.8311, 1.0466, -0.6932], [0.7538, 0.3181, 0.1113], [-3.0192, 0.7341, -0.2540], [-2.5358, 0.9804, -1.5479], [-1.8020, 2.1152, -1.8283], [-1.5267, 3.0521, -0.8494], [-2.0052, 2.8448, 0.4385], [-1.7066, 3.8413, 1.5198], [-2.7347, 1.7023, 0.7209], [-6.2074, -0.6887, -1.0686], [-5.6475, -1.5266, -2.5200], [-5.1556, 0.1435, -2.2121], [-4.3741, -2.2832, -0.5198], [-3.3125, -1.5132, -1.6711], [-4.7861, 0.2889, 1.7207], [-5.0494, -1.3906, 1.2669], [-3.8351, -1.5323, 3.2506], [-2.7271, -0.2284, 2.8403], [-2.6931, -2.8065, 1.2259], [-1.8240, -2.6443, 2.7676], [-0.7197, -0.6707, 1.6716], [-0.0958, -0.5687, -1.6449], [1.9077, -2.1729, 0.0093], [1.1949, -2.6754, -1.5345], [2.2638, -0.7594, -2.6743], [3.4985, -1.6446, -1.7466], [5.5009, 1.3897, -0.9023], [5.6990, -0.3172, -1.3767], [6.5631, 0.8914, 1.2969], [6.7476, -0.7999, 0.8345], [7.6966, 0.4488, 0.0077], [1.4236, 1.3991, -1.6455], [2.2164, 1.8960, -0.1300], [-0.0766, 1.0013, 0.2934], [1.2089, 0.0202, 1.0598], [-2.7279, 0.2880, -2.3497], [-1.4446, 2.2731, -2.8364], [-0.9524, 3.9367, -1.0791], [-1.8592, 4.8560, 1.1572], [-0.6656, 3.7535, 1.8334], [-2.3404, 3.6817, 2.3891], [-3.0954, 1.5814, 1.7294]],
  "forces_ev_per_angstrom": [[0.22, -0.11, 0.14], [-0.23, 0.05, -0.45], [-0.07, -0.11, 0.03], [0.20, 0.09, 0.39], [-0.04, -0.07, -0.25], [-0.16, -0.08, 0.17], [0.08, 0.11, 0.41], [0.39, 0.44, -0.09], [-0.18, -0.34, -0.30], [0.06, -0.23, 0.11], [-0.05, 0.08, -0.22], [0.00, -0.63, -0.04], [0.76, 0.02, 0.72], [0.48, 0.32, -0.81], [-0.09, 0.30, -0.09], [0.04, -0.17, -0.23], [-0.59, -0.22, 0.56], [-0.02, -0.06, 0.11], [-0.30, 0.39, 0.53], [-0.02, 0.10, -0.39], [0.04, 0.04, -0.03], [-0.03, -0.18, -0.13], [0.04, 0.08, 0.03], [0.03, 0.04, 0.02], [0.00, 0.04, -0.11], [0.03, -0.04, -0.01], [-0.06, 0.04, 0.12], [-0.11, 0.02, 0.04], [-0.09, -0.06, -0.12], [-0.02, 0.10, -0.07], [0.14, 0.05, -0.03], [-0.05, -0.09, 0.10], [-0.06, -0.09, -0.02], [0.01, 0.08, -0.03], [0.01, 0.05, 0.08], [-0.03, 0.03, 0.12], [0.05, -0.01, 0.10], [-0.10, -0.03, -0.13], [0.05, 0.02, -0.14], [-0.05, -0.04, 0.08], [-0.04, -0.06, -0.01], [0.00, -0.01, 0.01], [0.07, -0.01, 0.03], [-0.09, -0.10, -0.22], [-0.07, 0.07, -0.10], [-0.05, -0.05, -0.16], [0.11, 0.05, 0.08], [0.13, -0.06, 0.06], [0.01, 0.01, -0.03], [0.05, -0.01, 0.01], [-0.22, 0.09, -0.14], [-0.04, 0.01, 0.08], [-0.08, 0.01, 0.12], [-0.06, -0.11, -0.06], [0.02, -0.01, -0.09], [0.06, 0.12, -0.03], [0.00, 0.08, 0.03], [0.04, 0.04, 0.07], [-0.01, 0.03, 0.07], [-0.05, -0.06, 0.12]],
  "e_above_lowest_kj_mol": 14.9,
  "lumo_ev": 0.728,
  "energy_ha": -1570.0994,
  "homo_ev": -7.6,
  "multiplicity": 1
}